The following is a DFT calculation (ωB97M-V with the def2-TZVPD basis set) of C23H17BrFN5O6SW as an isolated structure.

```
! wB97M-V def2-TZVPD RIJCOSX def2/J DEFGRID3
* xyz 2 1
W 0.433 -0.388 0.492
N 0.534 -7.382 -2.389
C 0.550 -6.359 -1.522
C -0.569 -6.107 -0.693
C -0.555 -5.070 0.195
C 0.576 -4.234 0.253
C 1.705 -4.474 -0.547
C 1.685 -5.522 -1.426
S 0.604 -3.060 1.450
O 0.702 -3.527 2.781
O 1.639 -1.975 1.067
N -0.579 -1.971 1.277
C -1.875 -1.781 0.830
N -1.840 -0.531 0.366
C -2.984 0.021 -0.043
C -4.134 -0.743 0.002
C -4.035 -2.055 0.457
N -2.885 -2.598 0.891
H -0.250 -8.009 -2.442
H 1.335 -7.597 -2.956
H -1.437 -6.750 -0.756
H -1.413 -4.895 0.835
H 2.592 -3.863 -0.453
H 2.551 -5.725 -2.043
H -2.959 1.038 -0.416
H -5.078 -0.332 -0.322
H -4.906 -2.699 0.478
O -0.987 1.669 -2.560
C -0.397 0.870 -1.939
O 0.122 1.071 -0.658
C -0.110 -0.597 -2.343
O -0.060 -0.988 -3.453
O 0.094 -1.316 -1.221
F 0.401 2.847 5.588
C 0.285 2.120 4.503
C 0.884 0.866 4.479
C 0.738 0.095 3.350
C 0.072 0.631 2.214
C -0.578 1.884 2.307
C -0.460 2.642 3.439
H 1.416 0.508 5.350
H 1.165 -0.898 3.354
H -1.118 2.279 1.456
H -0.913 3.619 3.534
Br 2.664 2.424 0.945
C 3.315 0.981 -0.049
C 4.619 1.056 -0.502
C 5.107 0.053 -1.317
C 4.272 -0.999 -1.665
C 2.999 -1.027 -1.154
N 2.511 -0.059 -0.347
H 5.225 1.906 -0.226
H 6.122 0.100 -1.688
H 4.598 -1.789 -2.327
H 2.319 -1.828 -1.397
*
```

**Orbital gap**: 5.527 eV
**DFT total energy**: -129268.31040 eV
**Relative energy (zero: lowest compared OMol25 entry of this formula, charge and spin)**: 0.00 kcal per mole
**Largest force on an atom**: 0.0132 Eh/bohr